Record 1
53
Properties=species:S:1:pos:R:3:forces:R:3 method="wB97M-V/def2-TZVPD" e_above_lowest_ev=0.2029 charge=0 multiplicity=2 e_lumo_ev="-1.193 / -1.213" orbital_gap_ev="7.2 / 7.3"
Re 0.75631 -0.81864 -0.00885 -0.52 1.25 -0.33
O -3.16155 -5.46890 0.09347 -0.05 0.04 -0.10
C -2.33483 -4.41125 0.05799 -0.07 -0.13 0.04
C -2.45588 -3.39498 -0.89415 -0.15 -0.12 -0.07
C -1.54863 -2.36539 -0.85241 0.25 0.11 0.16
N -0.54075 -2.40996 0.01970 -0.17 -0.15 -0.07
C -0.54333 -3.24935 1.05656 0.06 0.28 -0.15
C -1.41127 -4.30004 1.10874 -0.07 -0.14 -0.04
C 0.22311 -2.62558 2.20380 0.14 0.54 -0.12
O 0.40704 -3.17582 3.24889 0.04 0.00 0.16
O 0.50702 -1.34859 1.90948 0.01 -0.60 0.15
C -1.75211 -0.96819 -1.43473 0.14 -0.02 0.07
O -2.58275 -0.75880 -2.27880 -0.04 0.08 -0.01
O -1.04024 -0.06957 -0.77796 0.04 -0.49 -0.26
H -3.77715 -5.43855 -0.65000 0.03 -0.02 0.05
H -3.27257 -3.35380 -1.60592 0.02 -0.03 0.05
H -1.42446 -4.97325 1.95527 -0.04 0.02 -0.06
O 3.21597 -0.03414 -2.99506 0.03 0.17 -0.04
P 2.37845 -1.36291 -2.79947 -0.23 -0.13 0.04
O 1.98534 -2.00734 -4.03882 -0.04 0.04 0.09
O 1.16431 -0.91941 -1.86913 0.17 -0.44 -0.22
O 3.28542 -2.28633 -1.85575 0.03 -0.03 -0.21
P 3.86334 -1.95896 -0.38266 -0.16 0.01 0.36
O 4.65137 -0.55897 -0.66667 -0.03 0.10 0.02
O 4.77318 -2.98872 0.10511 -0.09 0.08 -0.08
O 2.64392 -1.53833 0.42913 0.47 -0.15 -0.08
H 3.85720 0.12081 -2.27961 0.03 -0.06 0.05
H 5.59807 -0.69841 -0.55400 0.09 -0.03 -0.03
N 1.65502 0.90836 0.49195 0.23 -0.35 0.62
S 1.08730 2.41177 0.81884 0.42 -0.10 -0.22
C -0.22721 2.24380 1.96421 -0.20 -0.02 0.17
C 0.00917 2.76125 3.22938 -0.07 0.01 0.08
C -0.95304 2.58402 4.21324 -0.02 -0.01 0.00
C -2.11785 1.89229 3.91609 -0.01 -0.04 -0.04
C -2.33782 1.38133 2.63852 0.04 0.03 0.08
C -1.39035 1.55227 1.64445 -0.12 0.11 0.09
C 0.28744 2.89143 -0.68504 -0.10 -0.01 -0.09
C -0.78941 3.76800 -0.64161 0.03 -0.01 -0.08
C -1.36885 4.15773 -1.83799 0.01 -0.01 -0.05
C -0.87491 3.67375 -3.04448 -0.03 0.03 0.03
C 0.21399 2.81543 -3.06404 -0.01 -0.02 -0.02
C 0.81375 2.42207 -1.87734 -0.05 0.05 -0.05
H 2.54433 0.78406 0.97741 0.00 0.11 -0.05
H 0.92932 3.29071 3.44388 0.00 -0.02 -0.01
H -0.78825 2.97984 5.20659 -0.01 -0.02 -0.02
H -2.86195 1.74339 4.68823 0.00 0.01 -0.02
H -3.25032 0.84282 2.41760 0.00 0.02 0.02
H -1.54802 1.16005 0.64427 0.00 0.11 0.18
H -1.18180 4.12927 0.30044 0.01 -0.03 -0.02
H -2.21685 4.83064 -1.82501 0.03 -0.03 -0.01
H -1.34662 3.96602 -3.97409 0.01 -0.01 0.03
H 0.59381 2.42989 -4.00159 -0.01 0.02 0.03
H 1.65459 1.74316 -1.88807 -0.03 0.00 -0.01

***

Record 2
7
Properties=species:S:1:pos:R:3:forces:R:3 method="wB97M-V/def2-TZVPD" charge=+3 e_lumo_ev=-20.398 orbital_gap_ev=4.9
Al -7.30950 0.20736 -1.74441 0.98 2.52 2.07
Cu -8.11378 0.78862 -4.25853 0.16 -1.42 -1.34
Cu -8.12630 2.65497 -2.90218 -1.13 2.31 2.74
Cu -6.20617 2.34050 -0.39060 0.15 0.15 0.80
F -7.72217 1.36310 0.22845 1.37 -1.66 -2.90
F -9.24424 2.97881 -1.05728 1.72 -1.01 -2.75
F -5.22086 1.37118 -3.01423 -3.25 -0.89 1.38

***

Record 3
13
Properties=species:S:1:pos:R:3:forces:R:3 method="wB97M-V/def2-TZVPD" e_above_lowest_ev=3.3323 charge=0 multiplicity=2 e_lumo_ev="0.121 / -3.929" orbital_gap_ev="8.9 / 4.9"
C 0.12925 0.82085 0.95520 -0.97 0.11 0.74
C 1.56641 0.42619 0.41544 0.71 -0.33 1.39
S 1.76146 -0.33955 -1.28286 -0.41 1.19 1.98
H -0.51299 -0.18950 1.05246 1.17 2.79 0.06
H -0.43850 1.63518 0.27334 1.38 -2.24 1.33
H 0.24971 1.40575 2.03997 -0.19 -1.91 -2.79
H 2.17742 1.32372 0.51117 0.29 0.14 -0.75
H 2.19866 -0.26523 1.11408 -1.51 0.76 -1.07
H 0.18497 -0.26357 -1.29515 -1.76 -0.86 -1.88
O -2.72215 -0.70755 -0.11844 3.59 1.07 -1.85
C -1.75480 -1.05336 -0.86364 -5.35 -4.18 0.73
O -1.04086 -0.58125 -1.81202 2.25 2.66 1.42
H -1.79858 -2.21169 -0.98954 0.80 0.82 0.69

***

Record 4
67
Properties=species:S:1:pos:R:3:forces:R:3 method="wB97M-V/def2-TZVPD" charge=0 e_lumo_ev=0.308 orbital_gap_ev=7.8
C -2.18575 -1.21579 -2.63128 -0.32 0.24 0.66
C -3.22936 -0.72465 -3.73899 -0.98 -2.65 -3.09
O -3.64473 -1.56330 -4.59777 1.75 3.09 3.58
N -3.73943 0.66548 -3.88188 0.64 -0.75 1.04
C -4.51463 1.09804 -2.67449 -0.23 0.61 -0.01
C -4.37683 2.69324 -2.49768 0.28 0.07 0.34
C -3.39583 3.11916 -1.27152 -1.36 1.23 -0.11
C -4.04997 2.68979 0.13266 -0.95 -1.56 -0.51
C -3.35989 1.36521 0.78523 0.93 2.40 -0.36
C -2.18521 1.91708 1.75516 0.88 0.37 0.14
C -0.70086 1.60430 1.20655 -0.33 -0.60 -0.72
C -0.24962 0.06732 1.39945 -1.02 -4.14 -0.41
C -0.68253 -0.78843 2.61609 1.91 -1.10 -3.87
C -0.24217 -2.27760 2.70016 0.92 1.28 -2.45
C 0.62059 -2.98482 1.62431 -0.94 3.79 -0.12
C 1.11955 -2.17076 0.39352 -3.11 1.80 3.39
C 0.68158 -0.63824 0.28575 -2.74 -3.30 1.72
O -4.44717 0.69441 1.50656 1.78 -1.88 1.47
C -4.00336 -0.49230 2.14058 0.97 -2.75 -2.88
O -3.56751 -1.50261 1.55055 -1.97 4.66 2.71
Br -4.17406 -0.50036 4.14397 -0.05 0.24 -1.64
H -2.04957 -0.47711 -1.75636 -0.18 -0.95 -1.48
H -2.57355 -2.18984 -2.15061 0.62 1.48 -1.00
H -1.15312 -1.40973 -3.09910 -1.67 0.30 0.54
H -2.96198 1.32778 -4.05261 -0.49 -0.68 0.31
H -4.12489 0.50943 -1.77284 -0.73 1.05 -0.87
H -5.64000 0.86140 -2.80063 1.92 0.11 0.04
H -3.97986 3.22862 -3.44537 -0.64 -1.24 1.28
H -5.44795 3.10223 -2.35443 1.85 -0.42 0.12
H -2.31879 2.77623 -1.43006 -1.49 0.26 0.25
H -3.39749 4.27843 -1.28692 0.28 -1.85 0.00
H -5.13687 2.35999 -0.10366 1.68 0.60 0.38
H -4.15289 3.54749 0.88803 0.49 -1.37 -1.07
H -2.89669 0.71201 -0.03913 -0.91 0.68 1.37
H -2.26204 3.07183 1.80405 0.02 -1.94 -0.01
H -2.26118 1.54898 2.83473 -0.14 0.40 -1.53
H -0.71761 1.81732 0.06918 0.13 -0.40 1.66
H 0.09634 2.32690 1.63007 -1.64 -1.20 -0.40
H -1.31705 -0.27848 3.40507 0.90 -1.16 -1.18
H -0.60071 -2.89254 3.58736 0.55 0.97 -1.32
H 0.89347 -4.09699 1.73134 -0.53 2.04 -0.14
H 1.76586 -2.62553 -0.43180 -1.56 0.28 2.25
H 1.05836 -0.04103 -0.64098 -1.66 -0.54 2.62
Cl 1.95384 0.73845 1.71755 3.82 1.18 2.79
C 2.94003 0.53139 3.14665 0.72 0.52 -0.07
C 2.43516 0.40212 4.44896 0.56 0.01 -0.18
Cl 0.75755 0.42777 4.81521 0.00 0.35 0.18
C 3.31454 0.25001 5.52100 0.29 -0.03 -0.16
C 4.68649 0.22279 5.30853 -0.10 0.00 0.03
C 5.19038 0.34693 4.02219 -0.09 -0.03 -0.15
C 4.32286 0.50178 2.94748 0.13 -0.11 0.38
H 2.93005 0.15301 6.53069 -0.11 0.02 -0.19
H 5.36295 0.10574 6.14874 -0.11 0.01 -0.06
H 6.26224 0.32410 3.85420 -0.12 0.01 -0.02
H 4.72928 0.59927 1.94634 -0.20 0.03 0.07
Cl 1.79723 -1.83956 -4.79947 -0.10 0.05 0.15
C 3.35538 -1.89018 -4.05459 0.35 -0.09 -0.10
C 3.54996 -1.56734 -2.71193 0.24 0.02 -0.16
Cl 2.24738 -1.10176 -1.67433 2.25 0.52 -3.24
C 4.83143 -1.61724 -2.16606 0.24 -0.11 -0.23
C 5.91464 -1.99041 -2.95509 -0.18 0.01 -0.03
C 5.71943 -2.31746 -4.29288 -0.17 0.05 0.08
C 4.44207 -2.26678 -4.84134 0.28 -0.01 0.15
H 4.99119 -1.36538 -1.12282 -0.17 0.00 -0.10
H 6.91068 -2.02632 -2.52627 -0.13 0.01 -0.01
H 6.56261 -2.61157 -4.90920 -0.13 0.03 0.04
H 4.29802 -2.52190 -5.88584 -0.13 0.06 0.15